Density functional theory data (ωB97M-V with the def2-TZVPD basis set) for C46H63BMnN8O4S2Si as an isolated structure.

```
126
Properties=species:S:1:pos:R:3:forces:R:3
Mn 0.214 0.056 0.349 -0.046 0.806 0.361
C 0.261 3.440 4.808 -0.036 -0.011 -0.020
C -0.449 2.559 3.832 -0.001 -0.165 0.090
C -1.765 2.154 3.851 0.079 -0.010 0.072
C -1.933 1.346 2.713 -0.373 -0.163 -0.012
N -0.780 1.274 2.042 0.285 -0.077 -0.043
N 0.121 2.022 2.738 -0.061 -0.061 0.000
B 1.584 2.182 2.282 0.106 -0.002 0.071
N 1.656 2.788 0.869 -0.096 -0.114 0.008
N 1.383 2.048 -0.236 -0.068 0.094 0.061
C 1.581 2.845 -1.282 -0.036 -0.066 -0.050
C 1.937 4.134 -0.850 0.028 0.009 -0.032
C 1.991 4.048 0.528 0.014 0.026 0.042
C 2.380 5.089 1.527 -0.005 0.041 -0.028
C 1.541 2.347 -2.669 -0.001 0.046 0.052
C 0.835 3.027 -3.658 -0.071 -0.024 0.021
C 0.845 2.568 -4.964 0.006 -0.026 -0.009
C 1.569 1.429 -5.298 -0.007 0.013 -0.007
C 2.287 0.756 -4.321 0.009 0.031 0.025
C 2.277 1.218 -3.012 0.086 -0.010 -0.044
N 2.349 0.838 2.326 -0.100 -0.059 -0.011
N 2.293 -0.070 1.304 -0.108 0.074 0.183
C 3.283 -0.934 1.516 0.101 -0.108 -0.130
C 3.944 -0.628 2.714 0.065 0.052 0.017
C 3.326 0.503 3.195 -0.012 0.000 -0.008
C 3.620 1.257 4.450 0.011 -0.017 -0.005
C 3.756 -1.920 0.521 0.026 0.054 0.077
C 5.139 -2.073 0.391 0.010 -0.014 -0.019
C 5.678 -2.947 -0.538 -0.029 0.007 -0.009
C 4.836 -3.681 -1.362 0.004 0.005 0.010
C 3.463 -3.532 -1.241 -0.084 0.007 0.006
C 2.919 -2.658 -0.307 -0.030 -0.060 -0.033
C -3.211 0.718 2.295 0.096 -0.213 0.277
C -4.347 0.910 3.088 0.111 -0.173 0.002
C -5.581 0.401 2.712 -0.017 -0.061 -0.064
C -5.703 -0.322 1.532 0.009 0.175 0.120
C -4.579 -0.533 0.748 0.020 -0.035 -0.047
C -3.344 -0.018 1.120 -0.100 -0.309 0.256
H -0.436 3.731 5.593 0.001 0.001 0.009
H 0.641 4.347 4.336 -0.006 0.002 -0.024
H 1.107 2.936 5.272 0.001 -0.018 -0.013
H -2.490 2.412 4.602 -0.037 -0.014 0.014
H 2.113 2.940 3.039 -0.028 -0.033 0.003
H 2.198 4.982 -1.463 -0.018 -0.045 0.030
H 2.577 6.029 1.014 -0.006 -0.011 -0.002
H 3.281 4.800 2.069 -0.006 -0.003 -0.011
H 1.595 5.259 2.265 0.012 -0.011 -0.017
H 0.247 3.897 -3.388 0.014 -0.006 -0.008
H 0.279 3.093 -5.723 0.006 -0.006 0.004
H 1.573 1.068 -6.319 -0.004 0.010 0.015
H 2.856 -0.130 -4.575 -0.012 0.020 0.004
H 2.855 0.709 -2.247 -0.026 -0.002 0.000
H 4.768 -1.158 3.162 -0.034 0.024 -0.019
H 4.498 0.826 4.927 -0.009 -0.001 0.004
H 2.789 1.193 5.154 -0.005 0.007 -0.023
H 3.815 2.312 4.257 0.008 -0.011 -0.011
H 5.799 -1.478 1.010 -0.011 -0.010 0.009
H 6.753 -3.046 -0.625 -0.027 -0.002 0.001
H 5.247 -4.368 -2.093 -0.009 0.020 0.017
H 2.807 -4.113 -1.874 -0.062 -0.011 -0.015
H 1.843 -2.574 -0.198 -0.011 -0.016 0.016
H -4.282 1.468 4.010 0.039 0.035 0.054
H -6.443 0.567 3.346 -0.001 -0.003 0.004
H -6.660 -0.732 1.236 -0.002 0.010 0.010
H -4.636 -1.126 -0.157 0.046 0.168 0.470
H -2.500 -0.191 0.472 -0.117 0.011 0.071
C -4.464 -3.079 -2.680 0.005 -0.057 0.017
C -3.625 -1.814 -2.539 -0.020 -0.061 0.091
C -4.534 -0.593 -2.505 -0.235 0.064 -0.137
C -2.649 -1.666 -3.700 0.010 0.062 -0.006
O -2.913 -1.830 -1.278 0.421 -0.143 -0.277
Si -2.029 -3.015 -0.541 -0.250 0.038 -0.139
S -0.671 -2.154 0.802 0.098 -0.236 0.029
O -1.381 -3.858 -1.791 0.099 0.174 -0.001
C -0.792 -5.148 -1.978 -0.152 0.033 0.058
C 0.078 -5.020 -3.220 0.047 0.021 -0.052
C -1.910 -6.156 -2.220 -0.037 -0.073 0.007
C 0.026 -5.555 -0.759 0.067 -0.090 -0.006
O -3.042 -4.038 0.231 0.009 -0.276 -0.100
C -3.380 -4.478 1.549 -0.018 0.239 0.069
C -3.894 -3.288 2.353 -0.048 -0.064 0.022
C -4.479 -5.516 1.364 -0.078 -0.012 0.018
C -2.176 -5.111 2.235 0.008 -0.042 0.062
H -5.109 -3.005 -3.558 0.020 0.010 0.018
H -5.092 -3.210 -1.795 0.013 -0.011 -0.025
H -3.833 -3.961 -2.786 0.012 -0.003 0.022
H -4.958 -0.426 -3.498 0.008 -0.023 0.016
H -3.965 0.292 -2.214 -0.071 -0.090 -0.012
H -5.364 -0.734 -1.807 0.025 0.054 -0.221
H -3.188 -1.755 -4.647 0.010 0.027 0.045
H -1.881 -2.433 -3.662 0.054 -0.070 0.014
H -2.178 -0.680 -3.674 0.017 -0.030 0.024
H -0.542 -4.762 -4.081 0.014 0.001 0.017
H 0.599 -5.956 -3.433 -0.018 0.024 0.014
H 0.810 -4.223 -3.087 0.039 -0.014 0.031
H -2.476 -5.890 -3.114 0.005 0.002 0.010
H -2.589 -6.169 -1.366 0.011 0.010 -0.027
H -1.499 -7.159 -2.358 0.001 0.034 0.005
H 0.618 -4.719 -0.395 0.110 0.098 0.000
H 0.700 -6.379 -1.006 -0.051 0.002 0.002
H -0.627 -5.882 0.050 0.022 0.054 -0.010
H -4.773 -2.855 1.866 0.148 -0.109 0.083
H -3.123 -2.517 2.431 -0.064 -0.068 -0.011
H -4.176 -3.601 3.361 0.000 -0.021 -0.004
H -5.334 -5.070 0.852 0.019 -0.013 0.012
H -4.811 -5.902 2.331 0.022 0.022 -0.037
H -4.112 -6.351 0.764 -0.008 0.029 0.010
H -1.330 -4.426 2.246 -0.005 0.014 0.006
H -1.883 -6.033 1.730 -0.016 0.017 -0.005
H -2.433 -5.362 3.267 0.006 -0.006 -0.021
O 0.494 -1.309 -2.607 -0.012 -0.677 -0.968
C 0.277 -0.649 -1.737 0.150 0.297 0.315
C -1.448 4.656 1.337 0.086 0.021 0.057
N -1.490 3.840 0.132 0.066 0.036 -0.072
C -2.337 2.845 -0.183 -0.154 0.060 0.156
S -1.914 1.703 -1.376 0.224 0.216 0.036
N -3.524 2.731 0.422 0.014 0.443 -0.350
C -4.164 3.568 1.423 -0.146 0.019 -0.118
H -0.595 5.323 1.232 0.037 0.012 -0.001
H -1.307 4.048 2.237 -0.085 0.178 -0.208
H -2.334 5.275 1.452 0.088 -0.003 -0.045
H -0.617 3.763 -0.366 0.081 0.014 -0.076
H -4.023 1.907 0.130 -0.091 0.072 -0.007
H -4.338 4.579 1.054 0.014 0.006 -0.028
H -3.596 3.607 2.353 -0.030 -0.003 -0.032
H -5.128 3.118 1.645 0.027 0.032 -0.045
```
Forces are in eV/Å.

Calculated values
**Spin multiplicity**: 6
**E**: -4791.8012 Eh
**Orbital gap (alpha / beta)**: 8.304 / 8.366 eV
**Largest force on an atom**: 1.18 eV/Å
**Total charge**: 0

Löwdin population analysis, charges in e, atoms 1 to 99: 0.525 -0.007 -0.290 0.008 -0.220 0.096 0.030 -0.516 0.033 0.075 -0.271 0.031 -0.282 -0.020 -0.192 -0.043 -0.076 -0.084 -0.086 -0.063 0.037 0.068 -0.227 0.025 -0.260 -0.017 -0.154 -0.037 -0.083 -0.088 -0.071 -0.036 -0.169 -0.056 -0.082 -0.077 -0.093 -0.107 0.085 0.075 0.073 0.109 0.107 0.117 0.084 0.086 0.063 0.114 0.103 0.101 0.108 0.118 0.116 0.082 0.082 0.075 0.108 0.102 0.101 0.088 0.038 0.102 0.102 0.108 0.077 0.005 -0.018 -0.614 -0.052 -0.022 -0.192 -0.106 0.439 -0.157 -0.631 -0.026 -0.022 -0.018 -0.139 -0.641 -0.026 -0.029 -0.041 0.091 0.090 0.069 0.093 0.017 0.073 0.092 0.066 0.079 0.087 0.089 0.068 0.082 0.076 0.091 0.061